[1]
C6H7I | ωB97M-V with the def2-TZVPD basis set

Last column: Löwdin charge in e.
Cartesian coordinates (Å):
C 1.23 -1.22 0.69  -0.019
C 0.27 -0.41 0.01  -0.412
C 0.01 -0.21 -1.44  -0.076
C 0.10 0.91 -0.54  -0.178
C -0.50 1.73 0.52  -0.135
C -0.98 0.33 0.63  -0.607
I -2.95 -0.20 0.03  0.811
H 1.81 -0.68 1.37  0.068
H 1.79 -1.90 0.04  0.099
H 0.62 -1.84 1.33  0.090
H -0.95 -0.48 -1.87  0.046
H 0.75 -0.34 -2.11  0.074
H 0.11 2.05 1.40  0.126
H -1.32 2.27 -0.05  0.115

The calculation puts the total energy at -530.30765 Eh. The calculation puts the HOMO energy at -8.1 eV. Its largest force on an atom is 0.0682 hartree/bohr. Its SMILES is C[C@]12C[C@@]13C[C@]23I. The calculation puts the molar mass at 206.03 g mol⁻¹. Its energy above the lowest of the compared OMol25 structures with the same formula, charge and spin is 99.30 kcal per mole. The value obtained for the gap between HOMO and LUMO is 8.78 eV.

***

[2]
C6H7I | ωB97M-V with the def2-TZVPD basis set

Last column: Löwdin charge in e.
Cartesian coordinates (Å):
C 2.12 -0.60 -0.42  0.018
C 1.77 -0.23 0.80  -0.161
C 1.25 0.07 1.96  -0.007
H 2.98 -0.27 -0.91  0.036
H 1.49 -1.32 -0.89  0.055
H 0.56 0.82 2.14  0.035
H 1.63 -0.51 2.74  0.045
C -1.62 0.66 0.25  -0.090
C -1.56 0.25 -1.09  -0.235
C -1.78 -0.17 -2.19  -0.636
I -2.08 -0.85 -4.13  0.771
H -0.98 0.01 0.77  0.047
H -2.52 0.54 0.67  0.059
H -1.25 1.60 0.29  0.062

The calculation puts the total energy at -530.34241 Eh. The calculation puts the HOMO energy at -9.2 eV. Its largest force on an atom is 0.0711 hartree/bohr. Its SMILES is C=C=C.CC#CI. The calculation puts the molar mass at 206.03 g mol⁻¹. Its energy above the lowest of the compared OMol25 structures with the same formula, charge and spin is 77.49 kcal per mole. The value obtained for the gap between HOMO and LUMO is 9.54 eV.

***

[3]
C6H7I | ωB97M-V with the def2-TZVPD basis set

Last column: Löwdin charge in e.
Cartesian coordinates (Å):
C -0.18 -1.37 -0.08  -0.055
C -1.53 -1.24 -0.23  -0.327
C 0.67 1.11 0.02  -0.180
C 1.74 1.89 0.04  0.007
C 0.93 -0.39 0.12  -0.179
C -2.10 0.01 0.06  -0.518
I -4.25 0.09 -0.10  0.647
H 0.12 -2.37 -0.35  0.107
H -2.15 -2.15 -0.24  0.075
H 1.53 2.90 -0.25  0.054
H 2.69 1.35 0.24  0.079
H 0.98 -0.61 1.25  0.166
H 1.85 -0.57 -0.41  0.110
H -0.31 1.35 -0.07  0.013

The calculation puts the total energy at -530.31926 Eh. The calculation puts the HOMO energy at -8.1 eV. Its largest force on an atom is 0.0622 hartree/bohr. The calculation puts the molar mass at 206.03 g mol⁻¹. Its energy above the lowest of the compared OMol25 structures with the same formula, charge and spin is 92.02 kcal per mole. The value obtained for the gap between HOMO and LUMO is 6.91 eV.

***

- Among the records above, which one has the lowest HOMO energy?
  number 2

***

- Number 2 is which compound?
  C6H7I

***

- Look up the gap between HOMO and LUMO of the third one.
  6.91 eV

***

- Among the records above, which one has the lowest HOMO energy?
  number 2